(1)
52
Properties=species:S:1:pos:R:3:forces:R:3:lowdin_charge:R:1 method="wB97M-V/def2-TZVPD" gap_ev="4.0 / 4.0" energy_ha=-1154.39603 molar_mass_g_mol=571.6 fmax_ha_per_bohr=0.0038 charge=-1
Tl 0.778122 0.243071 -2.563026 0.0 0.0 0.0 0.36
C 3.704746 -0.743327 -1.597915 0.0 0.0 0.0 -0.23
O 3.079836 -0.394827 -0.405908 0.0 -0.1 0.0 -0.28
C 1.762266 0.061025 -0.605576 -0.1 0.2 0.0 -0.60
C 1.192673 0.371435 0.748646 0.0 0.0 0.0 -0.22
H 3.779514 0.126675 -2.272111 0.0 0.0 0.0 0.05
H 3.133326 -1.525023 -2.127339 0.0 0.0 0.0 0.05
H 4.705846 -1.116550 -1.373578 0.0 0.0 0.0 0.08
H 1.544027 -0.362162 1.492572 0.0 0.0 0.0 0.06
H 0.101088 0.332522 0.726873 0.0 0.1 0.0 -0.01
H 1.479533 1.364793 1.138774 0.0 0.0 0.0 0.05
C -4.046966 -4.028123 0.183730 0.0 0.0 0.0 -0.16
C -3.404300 -2.710349 0.602750 0.0 -0.1 0.0 -0.59
C -3.260767 -2.631249 2.122942 0.0 0.0 -0.1 -0.19
Sb -1.495309 -2.036356 -0.297241 0.1 0.0 0.1 1.48
C -1.734047 -2.838850 -2.311682 0.0 0.0 0.0 -0.60
C -1.761240 -4.347918 -2.518698 0.0 0.0 0.0 -0.15
C -2.937674 -2.144325 -2.944564 0.0 0.0 0.0 -0.18
C -0.135730 -3.503413 0.610075 0.0 0.1 0.0 -0.56
C -0.633981 -4.929724 0.819615 0.0 0.0 0.0 -0.16
C 1.187356 -3.481786 -0.156998 0.0 0.0 0.0 -0.16
H -4.996629 -4.178375 0.715209 0.0 0.0 0.0 0.07
H -3.410608 -4.884565 0.410925 0.0 0.0 0.0 0.05
H -4.264689 -4.053146 -0.883847 0.0 0.0 0.0 0.04
H -4.075810 -1.900520 0.296356 0.0 0.0 0.0 0.06
H -2.623396 -3.431958 2.504763 0.0 0.0 0.0 0.05
H -4.234077 -2.726900 2.619115 0.0 0.0 0.0 0.06
H -2.818058 -1.682840 2.438267 0.0 0.0 0.0 0.06
H -0.837906 -2.443590 -2.796153 0.0 0.0 0.0 0.01
H -2.567863 -4.837753 -1.972586 0.0 0.0 0.0 0.05
H -0.822101 -4.808876 -2.211896 0.0 0.0 0.0 0.05
H -1.902624 -4.576482 -3.582916 0.0 0.0 0.0 0.07
H -3.881891 -2.465404 -2.494261 0.0 0.0 0.0 0.06
H -2.991629 -2.369825 -4.015537 0.0 0.0 0.0 0.07
H -2.863289 -1.059108 -2.841693 0.0 0.0 0.0 0.06
H 0.044223 -3.058161 1.594665 0.0 0.0 0.0 0.07
H -0.916558 -5.406891 -0.118820 0.0 0.0 0.0 0.05
H -1.495955 -4.971853 1.485419 0.0 0.0 0.0 0.04
H 0.159014 -5.541392 1.267892 0.0 0.0 0.0 0.07
H 1.063795 -3.888105 -1.165276 0.0 0.0 0.0 0.06
H 1.938320 -4.096723 0.354948 0.0 0.0 0.0 0.07
H 1.573153 -2.465449 -0.269445 0.0 -0.1 0.0 0.03
C 0.342637 3.573656 -0.775385 0.0 0.0 0.0 -0.05
C -0.960451 2.915302 -0.409581 0.0 -0.1 0.2 -0.50
C -1.892473 3.637585 0.547985 0.0 0.1 0.0 -0.02
O -1.269497 1.824407 -0.828831 -0.1 0.1 -0.1 -0.04
H 0.632532 4.349008 -0.065998 0.0 0.0 0.0 0.07
H 0.225310 4.032487 -1.760770 0.0 0.0 0.0 0.09
H 1.112014 2.801423 -0.878530 0.0 0.0 0.0 0.03
H -1.650032 4.695117 0.652104 0.0 0.0 0.0 0.07
H -1.799641 3.162855 1.527523 0.0 0.0 0.0 0.09
H -2.922441 3.512233 0.218012 0.0 0.0 0.0 0.08

***

(2)
63
Properties=species:S:1:pos:R:3:forces:R:3:lowdin_charge:R:1 method="wB97M-V/def2-TZVPD" gap_ev=5.9 energy_ha=-6379.50041 molar_mass_g_mol=770.7 fmax_ha_per_bohr=0.0478 charge=-1
O -1.845953 -2.125291 -1.278653 1.0 0.5 0.6 -0.18
C -0.993688 -3.011440 -0.447396 0.9 1.1 0.8 -0.25
C 0.524887 -2.394107 -0.461545 0.7 -0.7 0.3 -0.33
C 1.722851 -3.520889 -0.303433 0.0 1.0 0.7 -0.39
In 2.467152 -3.956583 -2.425739 -0.1 0.0 0.0 0.15
H -1.410408 -1.213838 -1.352565 -0.6 -2.2 0.3 0.08
H -1.072762 -4.123336 -0.808776 0.3 2.3 0.3 0.12
H -1.397604 -2.967407 0.670712 0.8 -0.2 -2.2 0.11
H 0.708917 -1.834249 -1.487782 -0.6 -1.0 2.0 0.07
H 0.689611 -1.619355 0.417050 -0.8 -1.3 -1.7 0.09
H 2.622373 -2.955033 0.232203 -1.8 -1.4 -0.8 0.02
H 1.406522 -4.478665 0.292994 0.5 1.9 -0.8 0.02
H 0.973652 -4.119330 -3.448728 0.2 -0.1 0.2 -0.14
H 3.291044 -2.445572 -2.975997 -0.1 -0.6 0.1 -0.17
H 3.549695 -5.401693 -2.513314 -0.2 0.3 0.1 -0.16
Cl 3.013883 -8.663213 -3.646069 0.0 0.0 0.0 0.52
C 2.124685 -9.353769 -2.265992 -0.1 -0.1 0.1 -0.67
C 0.653035 -8.972821 -2.281633 0.0 -0.1 0.1 -0.68
Cl 0.402822 -7.238849 -1.963958 0.0 -0.1 -0.1 0.53
H 2.616506 -9.022963 -1.345813 -0.2 0.1 -0.2 0.07
H 2.228255 -10.440834 -2.335130 -0.1 0.1 0.0 0.06
H 0.119227 -9.518773 -1.497834 0.2 0.0 -0.1 0.06
H 0.185110 -9.213276 -3.241661 0.2 0.1 0.1 0.07
Cl 3.326316 -0.073388 -1.949241 0.0 0.4 0.0 0.54
C 3.303280 1.491866 -2.798712 0.0 0.2 0.1 -0.69
C 3.277365 1.325677 -4.309617 -0.3 0.2 0.1 -0.70
Cl 4.804772 0.662995 -4.940539 0.1 -0.1 0.0 0.53
H 4.174626 2.068044 -2.471872 -0.1 -0.1 -0.2 0.06
H 2.403365 2.018464 -2.466951 0.2 -0.1 -0.2 0.02
H 3.132538 2.298913 -4.788355 0.2 -0.2 0.2 0.01
H 2.463677 0.666254 -4.628208 0.2 0.0 0.2 0.08
Cl 3.651294 5.310090 -2.902891 0.0 -0.1 0.0 0.56
C 1.993282 5.933610 -3.088291 -0.3 0.1 0.0 -0.66
C 0.944879 4.858780 -2.850143 0.2 0.0 0.0 -0.71
Cl 0.946230 3.621287 -4.130295 -0.2 0.2 -0.2 0.61
H 1.904253 6.368293 -4.088878 0.0 -0.2 0.2 0.07
H 1.874257 6.738008 -2.356175 0.0 -0.2 0.0 0.07
H -0.053095 5.307523 -2.844328 0.2 0.0 0.0 0.06
H 1.095961 4.354676 -1.890205 0.1 0.1 -0.8 -0.03
Cl 0.259155 5.004683 0.048623 -0.2 0.2 1.0 0.63
C -1.466904 4.573410 0.131570 -0.4 -0.1 0.1 -0.61
C -1.697983 3.266678 0.873308 -0.1 0.2 0.1 -0.66
Cl -1.079475 1.861750 -0.028804 0.1 0.1 -0.1 0.59
H -1.855257 4.530191 -0.890861 0.1 -0.1 0.2 0.07
H -1.972550 5.391624 0.653167 0.1 -0.2 0.0 0.08
H -2.770739 3.104537 1.015639 0.1 0.1 -0.1 0.08
H -1.222030 3.273721 1.859131 0.0 0.0 -0.2 0.06
Cl -0.808419 1.642114 4.726376 -0.1 0.1 0.1 0.55
C -1.481426 0.135921 4.055111 -0.1 -0.4 -0.2 -0.64
C -2.523998 0.400720 2.980845 0.4 -0.2 -0.2 -0.65
Cl -4.008665 1.123492 3.646836 -0.1 0.1 0.1 0.56
H -1.895372 -0.448977 4.882512 0.0 0.2 -0.2 0.07
H -0.642614 -0.423147 3.629604 -0.2 0.1 0.0 0.08
H -2.815599 -0.540762 2.505518 0.1 0.1 0.1 0.08
H -2.140128 1.068891 2.203273 -0.1 -0.2 0.3 -0.01
Cl -3.557089 5.110852 5.193293 0.0 0.0 0.0 0.52
C -4.166487 3.709550 6.108246 -0.1 -0.3 0.2 -0.69
C -4.449570 4.051328 7.562266 -0.3 0.0 -0.2 -0.67
Cl -2.959491 4.384248 8.478239 0.0 0.0 0.0 0.53
H -3.433151 2.901801 6.019874 -0.1 0.3 0.0 0.03
H -5.088727 3.387065 5.615607 0.1 0.1 0.1 0.06
H -4.941593 3.206571 8.053852 0.1 0.1 -0.2 0.07
H -5.104701 4.923932 7.650534 0.2 -0.1 -0.1 0.07

***

(3)
56
Properties=species:S:1:pos:R:3:forces:R:3:nbo_charge:R:1 method="wB97M-V/def2-TZVPD" gap_ev=8.4 energy_ha=-1793.99854 molar_mass_g_mol=363.9 fmax_ha_per_bohr=0.0274 charge=-1
C 1.109715 -2.002857 2.238663 -0.5 -0.1 -0.4 -0.62
C -0.308512 -2.614139 1.916327 0.2 0.7 1.1 -0.41
C -1.416841 -1.856416 2.738209 0.0 -0.5 -0.9 -0.40
C -1.885845 -0.568943 1.976962 0.0 -0.1 1.1 -0.40
C -1.239471 0.719353 2.604545 -1.2 0.1 -0.5 -0.42
C -1.283496 1.948983 1.644207 0.2 0.4 0.4 -0.39
C 0.105447 2.425277 1.128765 -0.1 -0.2 0.5 -0.40
C 0.916782 1.362282 0.336476 -0.3 0.4 0.1 -0.42
C 0.118739 0.615443 -0.799683 0.4 -0.9 0.6 -0.76
P 0.762042 0.874177 -2.544982 0.1 -0.1 0.3 1.05
C 1.360505 -0.948687 -2.606085 0.1 -1.0 -0.5 -0.12
C 0.212795 -1.973743 -2.880350 0.4 1.0 0.3 -0.67
F 2.237438 -1.040084 -3.730872 0.0 0.3 0.2 -0.41
C 0.244567 2.699048 -2.692319 -0.2 1.4 0.1 -0.55
C 1.283492 3.721038 -2.072526 -0.6 0.1 -0.8 -0.62
C -1.207927 3.052584 -2.233384 -0.2 -0.1 -0.8 -0.41
C -2.336365 2.093894 -2.773728 -0.3 0.8 0.7 -0.63
H 1.820868 -2.769961 2.587681 -0.3 0.3 -0.4 0.26
H 1.469592 -1.510229 1.311850 0.3 -0.2 0.7 0.18
H 1.043248 -1.256223 3.056675 0.0 -0.3 -0.5 0.18
H -0.283953 -3.696046 2.135369 -0.1 0.7 -0.1 0.27
H -0.554088 -2.471376 0.845921 0.2 -0.2 0.4 0.17
H -1.060176 -1.565261 3.747513 0.0 -0.3 -0.5 0.20
H -2.255236 -2.564070 2.903251 0.2 0.5 -0.2 0.20
H -1.705538 -0.640560 0.889231 0.1 -0.1 0.5 0.19
H -2.989142 -0.497340 2.100774 0.6 0.2 -0.2 0.19
H -0.231728 0.539278 3.012223 -0.3 0.0 -0.4 0.21
H -1.891159 0.970935 3.468754 0.6 -0.2 -0.3 0.20
H -1.715127 2.806114 2.206785 0.2 -0.4 -0.4 0.20
H -1.991114 1.787603 0.800981 0.4 -0.1 0.4 0.19
H 0.708630 2.672015 2.031901 -0.3 -0.1 -0.5 0.20
H -0.044733 3.386238 0.604792 0.2 -0.5 -0.1 0.20
H 1.850905 1.821125 -0.041937 -0.5 -0.2 0.1 0.21
H 1.253771 0.609583 1.077330 -0.3 0.3 -0.5 0.23
H 0.281957 -0.463047 -0.578933 -0.2 0.6 -0.3 0.24
H -0.977143 0.734875 -0.696419 0.6 0.3 -0.3 0.25
H -0.001003 0.570364 -3.735479 0.1 0.0 0.3 -0.06
H 2.131195 1.286963 -2.738610 -0.2 -0.2 0.1 -0.04
H 1.994437 -1.229975 -1.738773 -0.4 0.2 -0.3 0.17
H -0.746718 -1.429564 -2.759262 0.2 -0.6 0.1 0.20
H 0.278317 -2.838041 -2.199460 -0.2 0.3 -0.4 0.24
H 0.274200 -2.269495 -3.941068 0.0 -0.1 0.5 0.23
H 0.269965 2.932157 -3.785180 0.0 -0.6 0.5 0.20
H 2.223865 3.232101 -1.768831 -0.4 0.2 0.1 0.21
H 1.560162 4.462759 -2.852468 -0.1 -0.4 0.4 0.21
H 0.822674 4.319064 -1.264622 0.4 -0.5 -0.1 0.21
H -1.430847 4.059134 -2.652200 0.1 -0.4 0.4 0.20
H -1.328240 3.146308 -1.141228 0.4 -0.2 -0.4 0.20
H -2.924275 2.642837 -3.535332 0.4 -0.6 0.1 0.21
H -3.054238 1.915182 -1.944737 0.4 -0.1 -0.5 0.21
H -1.980076 1.121725 -3.141074 -0.2 0.5 0.0 0.21
O 3.244140 -5.631190 2.208712 -0.1 0.0 0.1 -0.88
Cl 2.103439 -5.666694 3.097628 0.2 -0.2 0.1 2.54
O 0.894242 -5.414939 2.337870 0.1 -0.2 0.0 -0.89
O 2.249975 -4.643890 4.113249 0.0 0.0 0.0 -0.88
O 2.015888 -6.965673 3.726895 0.0 0.1 -0.1 -0.87

***

(4)
59
Properties=species:S:1:pos:R:3:forces:R:3:nbo_charge:R:1 method="wB97M-V/def2-TZVPD" gap_ev=1.9 energy_ha=-2124.64554 molar_mass_g_mol=773.8 fmax_ha_per_bohr=0.0843 charge=+3 de_lowest_ev=3.611
Hg 2.234289 -3.099543 -3.713645 -0.6 0.3 0.5 1.36
Hg -1.078441 -1.289773 -6.184415 0.5 -0.2 0.9 1.01
C -0.209021 -1.544763 -2.899215 1.4 -0.3 1.3 -0.31
O 0.048659 -2.057213 -4.215975 0.4 0.2 -0.6 -0.82
H -1.182211 -1.622783 -2.414525 -0.4 -0.4 -1.0 0.19
H 0.490809 -2.161223 -2.335025 -0.6 -0.4 0.9 0.18
H 0.228229 -0.593373 -2.596265 -0.2 0.8 -1.1 0.20
C -3.000511 -0.768883 -0.441645 0.6 0.6 -1.3 -0.61
C -1.769471 -1.096893 0.490215 -1.2 -1.8 1.1 -0.26
N -1.906331 -0.437993 1.816405 -0.3 1.1 -4.2 -0.04
C -1.691651 0.977807 1.465265 1.2 1.0 3.5 -0.26
C -1.255471 1.748367 2.787995 0.4 -1.4 -0.6 -0.61
C -2.980021 -0.847103 2.696405 1.4 1.6 0.3 -0.24
C -2.962271 -2.269703 3.044675 -1.0 -1.2 0.2 -0.64
H -3.824281 -0.227303 0.023315 0.1 -0.3 0.1 0.24
H -3.329171 -1.621943 -1.035245 -0.3 -0.4 0.8 0.25
H -2.588611 -0.160513 -1.246835 -0.2 0.7 0.2 0.22
H -1.845061 -2.179503 0.591895 0.5 0.0 0.3 0.24
H -0.867081 -0.817663 -0.053685 0.1 0.1 0.6 0.24
H -0.786751 1.001087 0.858035 -0.5 0.2 -0.5 0.23
H -2.585051 1.410297 1.014845 -0.1 -0.1 -0.3 0.26
H -1.969071 1.763127 3.611795 -0.2 0.4 -0.4 0.24
H -0.480051 1.048137 3.098645 0.4 0.4 0.5 0.21
H -0.771051 2.706217 2.598335 -0.4 0.0 -0.1 0.26
H -3.828051 -0.596503 2.059115 -0.9 -0.1 -0.1 0.27
H -3.035941 -0.149603 3.532145 0.2 -0.1 0.0 0.26
H -3.173221 -2.794433 2.112875 0.1 -0.7 0.4 0.21
H -3.797851 -2.430113 3.725985 -0.1 -0.2 -0.2 0.28
H -2.100331 -2.663783 3.583075 0.3 0.3 -0.3 0.26
C -0.777091 4.013677 -1.215695 -0.9 0.2 0.5 -0.42
C 0.510469 4.630997 -0.780345 2.8 0.3 0.3 -0.42
C 1.607599 4.411347 -1.849975 -0.2 -0.7 -1.4 -0.61
S 1.250099 2.712027 -2.522495 0.9 3.3 -2.5 2.08
O 1.950609 1.802227 -1.667215 -0.2 -1.6 0.7 -0.95
O 1.493649 2.662737 -4.001535 -0.8 -0.5 3.0 -0.90
C -0.532101 2.881677 -2.199325 0.6 -0.2 -1.1 -0.65
H -1.364211 4.789847 -1.706555 -0.1 -0.2 -0.2 0.25
H -1.339741 3.763637 -0.316255 -0.1 -0.4 -0.1 0.22
H 0.939609 4.159107 0.103545 -0.3 -0.2 0.3 0.21
H 0.433939 5.684437 -0.511085 -0.2 0.0 -0.2 0.26
H 2.669579 4.374907 -1.607105 -0.2 0.0 0.8 0.27
H 1.605489 5.044277 -2.737385 -0.6 0.2 0.0 0.26
H -0.881651 1.857417 -2.069695 -0.5 0.2 0.3 0.22
H -0.806731 3.290997 -3.171505 -0.4 -0.6 -0.2 0.27
C 3.515479 -1.158693 1.273705 -0.9 -0.6 -0.4 -0.42
C 1.977179 -1.495673 1.537165 0.2 -0.5 -3.5 -0.42
C 1.637769 -2.980113 1.127765 2.2 -0.5 1.3 -0.59
S 3.035359 -3.608213 -0.008935 -1.3 1.0 2.6 2.04
O 2.645529 -3.072663 -1.377215 0.4 -0.5 -0.3 -1.08
O 3.245799 -5.018993 0.279845 0.1 1.9 -1.3 -0.80
C 4.226569 -2.427493 0.827945 0.9 -1.2 0.9 -0.62
H 3.869029 -0.761543 2.225205 0.7 -0.3 -0.3 0.26
H 3.708339 -0.439273 0.477875 -0.7 0.4 0.3 0.24
H 1.486959 -1.089553 0.652375 -0.4 1.4 0.5 0.20
H 1.609749 -1.068923 2.470425 -0.1 -0.6 -0.1 0.25
H 0.666759 -3.232683 0.701795 0.1 0.3 0.0 0.24
H 1.880719 -3.622503 1.974165 -0.5 -0.4 0.0 0.25
H 5.219579 -2.376873 0.381325 -0.4 0.4 -0.9 0.29
H 4.530629 -2.950543 1.734625 -0.5 -0.8 0.1 0.28